[1]
Formula: C53H42N4OPScSe
Source: the Open Molecules 2025 dataset
Level of theory: ωB97M-V with the def2-TZVPD basis set

Structure (ORCA input):
```
! RIJCOSX wB97M-V def2-TZVPD def2/J DEFGRID3
* xyz 0 1
Sc -0.2485 0.3201 -0.2520
C -4.0799 7.0456 -0.0726
C -4.7342 5.8258 -0.1787
C -4.0064 4.6451 -0.2432
C -2.6147 4.6664 -0.2015
C -1.9662 5.8958 -0.0893
C -2.6922 7.0778 -0.0263
C -1.8282 3.3994 -0.2613
C -1.9408 2.6343 -1.4338
C -2.7173 2.9795 -2.6018
C -2.6380 1.9347 -3.4633
C -1.8012 0.9300 -2.8455
C -1.5314 -0.3507 -3.3715
C -2.2009 -0.6998 -4.6637
C -3.2513 -1.6162 -4.6764
C -3.8836 -1.9498 -5.8667
C -3.4747 -1.3691 -7.0607
C -2.4312 -0.4530 -7.0563
C -1.7997 -0.1215 -5.8647
C -0.7392 -1.3603 -2.7883
N -0.0416 -1.2609 -1.6253
C 0.5926 -2.4434 -1.3908
C 1.3849 -2.7394 -0.2714
C 2.0078 -4.0954 -0.2115
C 2.9652 -4.4977 -1.1397
C 3.5378 -5.7618 -1.0649
C 3.1572 -6.6395 -0.0594
C 2.1995 -6.2485 0.8688
C 1.6294 -4.9845 0.7941
C 1.6391 -1.8885 0.8329
C 2.5782 -2.1460 1.8947
C 2.5132 -1.0919 2.7557
C 1.5366 -0.1723 2.2319
N 1.0423 -0.6907 1.0715
C 1.1141 1.0305 2.8416
C 0.2218 1.9791 2.3057
C -0.3482 3.0941 3.0258
C -1.1494 3.7616 2.1583
C -1.0910 3.0622 0.8958
N -0.2605 1.9977 1.0297
C 1.6391 1.2982 4.2139
C 2.4021 2.4358 4.4785
C 2.8944 2.6803 5.7537
C 2.6244 1.7909 6.7859
C 1.8590 0.6594 6.5352
C 1.3718 0.4152 5.2587
C 0.2922 -3.3457 -2.4824
C -0.5117 -2.6785 -3.3447
N -1.3883 1.4063 -1.6378
H -4.6488 7.9661 -0.0226
H -5.8164 5.7900 -0.2049
H -4.5186 3.6914 -0.3097
H -0.8828 5.9185 -0.0556
H -2.1720 8.0243 0.0572
H -3.2584 3.9015 -2.7460
H -3.1169 1.8436 -4.4260
H -3.5745 -2.0582 -3.7397
H -4.7008 -2.6614 -5.8602
H -3.9681 -1.6287 -7.9894
H -2.1065 0.0026 -7.9837
H -0.9804 0.5890 -5.8630
H 3.2631 -3.8139 -1.9272
H 4.2844 -6.0585 -1.7922
H 3.6023 -7.6257 -0.0016
H 1.8903 -6.9306 1.6515
H 0.8744 -4.6782 1.5116
H 3.2095 -3.0184 1.9724
H 3.0867 -0.9493 3.6586
H -0.1886 3.3138 4.0707
H -1.7599 4.6273 2.3650
H 2.6108 3.1287 3.6706
H 3.4898 3.5660 5.9413
H 3.0043 1.9820 7.7826
H 1.6352 -0.0322 7.3380
H 0.7617 -0.4606 5.0661
H 0.6415 -4.3630 -2.5654
H -0.9279 -3.0459 -4.2708
Se -2.5581 -0.6096 0.7209
C -2.3453 -2.0217 1.9965
C -3.2513 -3.0842 1.9844
C -3.1264 -4.1344 2.8867
C -2.0921 -4.1478 3.8155
C -1.1911 -3.0911 3.8394
C -1.3181 -2.0357 2.9427
H -4.0498 -3.0805 1.2518
H -3.8388 -4.9512 2.8614
H -1.9951 -4.9686 4.5167
H -0.3833 -3.0878 4.5650
H -0.6209 -1.2114 2.9771
C 3.9983 1.2524 0.2498
P 3.1109 1.0920 -1.2988
C 3.6561 -0.4479 -2.0288
C 3.6862 2.4021 -2.3760
O 1.6281 1.1635 -1.1199
H 5.0414 1.5215 0.0699
H 3.9486 0.3065 0.7931
H 3.5135 2.0243 0.8500
H 4.7462 -0.4794 -2.0929
H 3.2212 -0.5466 -3.0252
H 3.2979 -1.2685 -1.4033
H 4.7605 2.3351 -2.5509
H 3.4451 3.3615 -1.9156
H 3.1508 2.3264 -3.3238
*
```

Computed properties:
- HOMO energy: -6.51 eV
- Max |F|: 0.525 eV/A
- Orbital gap: 5.296 eV

[2]
Formula: C24H60ClN4O8
Source: the Open Molecules 2025 dataset
Level of theory: ωB97M-V with the def2-TZVPD basis set

Structure (ORCA input):
```
! RIJCOSX wB97M-V def2-TZVPD def2/J DEFGRID3
* xyz -1 1
Cl -0.6196 -0.8115 -0.2967
C -1.3423 -8.0283 1.3981
O -0.5911 -7.1761 0.4950
C 0.7525 -6.9000 0.9108
C 1.6165 -6.7123 -0.3080
N 1.2469 -5.5153 -1.1001
C 1.9274 -5.4293 -2.4387
C 1.8926 -6.5886 -3.3539
O 0.5401 -6.9550 -3.4381
C 0.2949 -7.9602 -4.4427
H -2.4248 -7.9380 1.3088
H -1.3461 -7.7422 2.4498
H -0.9946 -9.0531 1.2674
H 1.2679 -7.6896 1.4576
H 0.7722 -6.0331 1.5712
H 1.6380 -7.4647 -1.0964
H 2.6968 -6.7927 -0.1872
H 1.4173 -4.6183 -0.6684
H 2.9856 -5.2720 -2.2297
H 1.5538 -4.5388 -2.9442
H 2.4661 -7.4971 -3.1698
H 2.2492 -6.2815 -4.3371
H -0.7109 -8.3794 -4.4135
H 0.9911 -8.7965 -4.3800
H 0.5418 -7.4185 -5.3558
C -5.0026 3.3265 -0.5579
O -5.0706 3.6790 -1.9312
C -6.3440 4.2452 -2.3406
C -6.6968 4.1833 -3.8662
N -5.5026 4.7272 -4.5780
C -5.8011 4.9589 -6.0414
C -6.1503 3.6809 -6.7399
O -5.1382 2.5800 -6.6559
C -5.5217 1.3900 -7.2533
H -5.9447 2.9133 -0.1977
H -4.7571 4.1806 0.0732
H -4.2549 2.5336 -0.5395
H -6.3984 5.2444 -1.9085
H -7.2639 3.7970 -1.9651
H -7.6699 4.5902 -4.1410
H -6.7511 3.1204 -4.1013
H -5.3155 5.5816 -4.0730
H -5.0052 5.3542 -6.6725
H -6.4209 5.8516 -6.1244
H -6.2494 3.9475 -7.7921
H -7.1419 3.5350 -6.3115
H -4.7136 0.6624 -7.1775
H -5.5085 1.4192 -8.3429
H -6.4615 1.0472 -6.8204
C 0.5424 -3.8641 6.9582
O 1.0650 -3.0084 5.9137
C 1.8380 -1.8775 6.3378
C 2.0222 -0.9356 5.1029
N 2.5352 0.3434 5.5457
C 3.8710 0.1007 6.1001
C 4.6148 1.3963 6.3273
O 5.2748 1.7624 5.0909
C 6.0431 2.9369 5.2166
H 0.4553 -3.2766 7.8722
H 1.2372 -4.6645 7.2125
H -0.4196 -4.3205 6.7249
H 2.7590 -2.3257 6.7105
H 1.3201 -1.4003 7.1697
H 1.1091 -0.6812 4.5647
H 2.6704 -1.4958 4.4290
H 2.7448 0.9547 4.7694
H 4.4008 -0.4667 5.3349
H 3.9537 -0.4826 7.0172
H 5.3071 1.2470 7.1559
H 3.9718 2.1405 6.7972
H 6.7085 2.7877 6.0669
H 5.4156 3.7482 5.5857
H 6.5061 3.2403 4.2776
C 3.0713 1.8338 -4.0535
O 2.4210 2.4977 -2.9615
C 3.3250 2.7759 -1.8791
C 2.7051 3.9542 -1.1342
N 1.3417 3.7083 -0.7143
C 0.8531 4.6654 0.2082
C 1.2479 4.4409 1.6232
O 0.4308 5.3562 2.4113
C 0.3852 4.9957 3.8148
H 4.0954 2.1823 -4.1872
H 2.4420 2.0529 -4.9161
H 3.2001 0.7567 -3.9465
H 4.3502 2.9916 -2.1800
H 3.3653 1.8909 -1.2440
H 2.8138 4.9139 -1.6395
H 3.3213 4.1028 -0.2475
H 1.5154 2.8096 -0.2875
H -0.2265 4.5161 0.2250
H 1.1164 5.6823 -0.0828
H 2.3016 4.6937 1.7408
H 1.1451 3.3973 1.9207
H 1.3432 5.0822 4.3275
H -0.1246 4.0486 3.9912
H -0.1231 5.8353 4.2890
*
```

Computed properties:
- HOMO energy: -3.38 eV
- Max |F|: 3.344 eV/A
- Orbital gap: 5.728 eV

[3]
Formula: C18H19N5OPdS
Source: the Open Molecules 2025 dataset
Level of theory: ωB97M-V with the def2-TZVPD basis set

Structure (ORCA input):
```
! RIJCOSX wB97M-V def2-TZVPD def2/J DEFGRID3
* xyz 4 1
Pd -0.0592 -0.8913 -0.0048
O 2.2354 -0.9695 0.5503
C 2.6643 -2.3217 0.7392
C 1.5474 -3.2715 0.4527
C 1.7508 -4.6339 0.6174
C 0.7101 -5.5228 0.4297
C -0.5498 -5.0349 0.0930
C -0.7061 -3.6822 -0.0711
N 0.3305 -2.8228 0.0897
H 3.0101 -0.4219 0.3890
H 2.9865 -2.4682 1.7725
H 3.5053 -2.5549 0.0833
H 2.7347 -4.9832 0.9054
H 0.8700 -6.5859 0.5589
H -1.4009 -5.6893 -0.0359
H -1.6699 -3.2556 -0.3083
N 0.4677 4.5156 0.4404
C 1.4354 5.4248 0.1334
C 1.5584 6.6223 0.8304
C 2.5290 7.5139 0.4298
C 3.4142 7.2442 -0.6629
C 3.3329 6.0718 -1.3538
C 2.3482 5.1311 -0.9593
S 2.2605 3.6484 -1.6953
N 1.0272 2.8596 -1.1052
C 0.2169 3.3384 -0.1758
C -1.0554 2.6532 0.1681
C -2.1623 3.4652 0.3734
C -3.3877 2.8979 0.7064
C -3.4469 1.5295 0.8369
C -2.2956 0.7852 0.5819
N -1.1105 1.3013 0.2328
H -0.1433 4.7558 1.2226
H 0.8945 6.8593 1.6541
H 2.6268 8.4581 0.9552
H 4.1581 7.9844 -0.9333
H 4.0044 5.8522 -2.1764
H -2.0966 4.5374 0.2300
H -4.2616 3.5189 0.8573
H -4.3609 1.0238 1.1191
H -2.3508 -0.2923 0.6888
N -0.8988 -1.2548 -1.9003
H -0.2788 -1.8755 -2.4199
H -0.9882 -0.4014 -2.4499
H -1.8181 -1.6941 -1.8990
*
```

Computed properties:
- HOMO energy: -20.57 eV
- Max |F|: 0.824 eV/A
- Orbital gap: 5.079 eV

[4]
Formula: C19H24ClIN7O6Ti
Source: the Open Molecules 2025 dataset
Level of theory: ωB97M-V with the def2-TZVPD basis set

Structure (ORCA input):
```
! RIJCOSX wB97M-V def2-TZVPD def2/J DEFGRID3
* xyz 1 1
Ti 0.8664 0.3775 -0.3044
O 0.3598 2.3749 1.1040
C 0.2476 3.5740 0.3348
C -0.3456 3.2334 -1.0128
N 0.4472 2.1739 -1.6640
C 1.7792 2.6746 -2.0651
C 2.8075 2.4240 -0.9719
O 3.7890 3.0942 -0.8263
O 2.4962 1.3660 -0.2348
C -0.2619 1.6082 -2.8190
C 0.3546 0.2586 -3.1461
O 0.1911 -0.2959 -4.1957
O 1.0598 -0.2279 -2.1358
H -0.5434 2.0933 1.3392
H 1.2510 3.9914 0.2575
H -0.3810 4.3032 0.8494
H -0.3975 4.1216 -1.6518
H -1.3584 2.8517 -0.8749
H 1.7499 3.7331 -2.3287
H 2.1196 2.1172 -2.9398
H -0.2294 2.2620 -3.6931
H -1.3074 1.4400 -2.5507
C 2.8767 -1.8058 4.4907
N 2.0927 -0.7781 3.8115
C 2.0487 0.5574 4.3967
C 1.7475 -0.9094 2.5122
N 1.3439 0.0561 1.7587
N 1.8243 -2.1933 2.0024
C 1.7084 -2.5160 0.6754
N 1.8476 -3.8310 0.4007
N 1.4702 -1.6257 -0.2264
H 3.0747 -1.4671 5.5025
H 3.8312 -1.9909 3.9945
H 2.3199 -2.7407 4.5885
H 2.1706 0.4684 5.4716
H 1.0782 1.0170 4.2110
H 2.8383 1.2021 4.0017
H 1.4468 0.9717 2.1773
H 1.9181 -2.9503 2.6570
H 2.2812 -4.4586 1.0551
H 1.8256 -4.1286 -0.5595
H 1.4399 -1.9882 -1.1738
Cl -6.5109 -1.2624 -1.2683
C -4.8824 -0.8189 -0.8882
C -4.6552 0.1486 0.0391
C -3.3329 0.5368 0.3460
I -3.0882 2.0038 1.8048
C -2.2427 -0.0366 -0.2613
O -0.9959 0.3493 0.0086
C -2.4814 -1.0932 -1.2051
N -1.3963 -1.6842 -1.7569
C -1.5859 -2.6044 -2.6669
C -2.8587 -3.0388 -3.0861
C -3.9618 -2.4776 -2.5154
C -3.8001 -1.4689 -1.5398
H -5.4877 0.6243 0.5368
H -0.6950 -3.0323 -3.1148
H -2.9460 -3.7999 -3.8480
H -4.9578 -2.7838 -2.8022
*
```

Computed properties:
- HOMO energy: -10.71 eV
- Max |F|: 0.631 eV/A
- Orbital gap: 7.539 eV

[5]
Formula: C38H58BI2N7O7PS
Source: the Open Molecules 2025 dataset
Level of theory: ωB97M-V with the def2-TZVPD basis set

Structure (ORCA input):
```
! RIJCOSX wB97M-V def2-TZVPD def2/J DEFGRID3
* xyz 1 1
C 2.2578 1.2243 0.2160
C 1.8397 0.2738 -0.3862
C 1.2816 -1.0904 -0.7724
P 2.8955 -2.1099 -0.6194
O 3.9581 -1.3191 0.0206
O 3.5198 -2.7658 -1.9320
O 2.6496 -3.3432 0.4317
C 0.8013 -0.6695 -2.2251
C 1.7115 -1.0628 -3.4283
B 0.8085 0.9441 -2.5627
O 1.9482 1.6064 -3.0676
O -0.3452 1.6939 -2.5504
C -0.2096 3.0058 -1.9819
C -0.0679 4.0785 -3.1036
O -0.5317 -1.0357 -2.6075
C -1.5018 -1.1553 -1.5810
C -2.7739 -0.3682 -2.0137
C -3.6196 -1.3001 -2.9494
C -4.9602 -0.5950 -3.2577
C -5.9504 -0.5163 -2.0483
C -5.7834 -1.6205 -0.9869
O -6.8439 -1.4952 -0.0323
C -6.5203 -0.5715 0.9885
C -1.0498 -0.7364 -0.1220
N -1.1230 0.7174 -0.0267
C -1.9831 1.2364 0.6335
S -3.2280 1.8151 1.3868
N 0.2265 -1.4679 0.2546
C 0.8234 -1.1853 1.6446
C 0.3792 -0.0159 2.5172
C -0.8527 -0.1141 3.4546
N -0.9188 1.2038 4.1147
C -0.3451 -2.8622 0.4487
I -1.6379 -3.2561 2.1960
C -0.3142 -3.9813 -0.2743
C -0.9485 -5.3314 0.0792
I 0.5884 -4.1025 -2.1553
H 2.5077 2.1612 0.6851
H 4.4839 -2.8218 -1.8349
H 3.4212 -3.3779 1.0177
H 2.7548 -0.7596 -3.2522
H 1.7355 -2.1213 -3.6994
H 1.4192 -0.5182 -4.3414
H 2.3952 2.0909 -2.3621
H 0.6422 3.0633 -1.2867
H -1.1284 3.2256 -1.4130
H 0.0877 3.6210 -4.0859
H -0.9820 4.6885 -3.1091
H 0.7672 4.7501 -2.8489
H -1.8694 -2.1980 -1.5973
H -2.5388 0.5230 -2.6044
H -3.4397 -0.1703 -1.1566
H -3.0632 -1.4673 -3.8867
H -3.7518 -2.2992 -2.4963
H -4.7212 0.4371 -3.5628
H -5.4774 -1.1231 -4.0713
H -6.9675 -0.6185 -2.4545
H -5.9072 0.4752 -1.5718
H -4.8324 -1.5605 -0.4212
H -5.8676 -2.6385 -1.3974
H -5.9136 0.2657 0.5929
H -7.4447 -0.1318 1.3874
H -5.9672 -1.0494 1.8203
H -1.9273 -1.0753 0.4519
H 0.8468 -2.0834 2.2798
H 1.9235 -1.0906 1.6255
H 0.3004 0.9664 2.0231
H 1.1936 0.1742 3.2429
H -0.6190 -0.8429 4.2483
H -1.8110 -0.3449 2.9630
H -1.6660 1.2305 4.7984
H -1.0845 1.8887 3.3853
H -2.0467 -5.2752 0.0806
H -0.5552 -5.7228 1.0290
H -0.6980 -6.1008 -0.6634
N 6.0650 2.7805 -1.8492
C 5.3629 1.7644 -1.2577
C 5.8282 1.6171 0.0223
C 6.8484 2.5866 0.2133
C 6.9689 3.2890 -0.9571
H 5.9368 3.1029 -2.7912
H 4.5960 1.2339 -1.7994
H 5.4754 0.8944 0.7405
H 7.4274 2.7494 1.1073
H 7.6183 4.1031 -1.2315
N -3.2485 1.5768 7.5249
C -3.9744 0.5671 8.1014
C -3.5331 0.4144 9.3877
C -2.5043 1.3717 9.5995
C -2.3535 2.0745 8.4352
H -3.3574 1.9020 6.5828
H -4.7379 0.0475 7.5468
H -3.9063 -0.3027 10.1000
H -1.9409 1.5261 10.5048
H -1.6897 2.8818 8.1744
N 3.6227 -4.3772 -5.0238
C 4.9389 -4.1896 -4.6914
C 5.6841 -4.3225 -5.8312
C 4.7848 -4.5963 -6.8957
C 3.5224 -4.6216 -6.3681
H 2.8501 -4.3417 -4.3847
H 5.2293 -3.9809 -3.6771
H 6.7559 -4.2330 -5.8965
H 5.0373 -4.7561 -7.9307
H 2.5642 -4.7924 -6.8296
N -0.1153 4.3061 1.7867
C 0.4953 3.9517 2.9657
C 1.2183 5.0288 3.4032
C 1.0349 6.0751 2.4593
C 0.2071 5.6015 1.4771
H -0.7075 3.7106 1.2364
H 0.3631 2.9682 3.3840
H 1.8124 5.0646 4.3014
H 1.4622 7.0633 2.4987
H -0.1791 6.0708 0.5875
*
```

Computed properties:
- HOMO energy: -9.90 eV
- Max |F|: 3.611 eV/A
- Orbital gap: 6.026 eV

[6]
Formula: C3H9NO2
Source: the Open Molecules 2025 dataset
Level of theory: ωB97M-V with the def2-TZVPD basis set

Structure (ORCA input):
```
! RIJCOSX wB97M-V def2-TZVPD def2/J DEFGRID3
* xyz 0 1
C -0.8676 -0.0609 2.4854
C -0.5932 0.9496 1.3606
C -0.0466 0.2632 0.1209
N -0.8396 0.1839 -0.9834
O 1.1059 -0.1544 0.1109
H 0.0681 -0.4218 2.9030
H -1.3561 0.4613 3.3120
H -1.5347 -0.8439 2.1337
H 0.2362 1.5976 1.6359
H -1.4838 1.5373 1.1484
H -1.6369 0.7972 -1.0480
H -0.3173 0.0560 -1.8501
H 1.1497 -1.7142 -2.9723
H 1.6083 -0.7787 -1.8580
O 1.1707 -0.7857 -2.7270
*
```

Computed properties:
- HOMO energy: -9.82 eV
- Max |F|: 0.901 eV/A
- SMILES string: CCC(N)=O.O
- Orbital gap: 10.725 eV

[7]
Formula: C30H27DyN2OS
Source: the Open Molecules 2025 dataset
Level of theory: ωB97M-V with the def2-TZVPD basis set

Structure (ORCA input):
```
! RIJCOSX wB97M-V def2-TZVPD def2/J DEFGRID3
* xyz 2 6
Dy -0.1769 0.0865 -0.0084
C 0.8694 2.6555 0.3137
C -0.5099 2.7615 0.4905
C -1.1237 2.1171 1.5650
C -0.3571 1.3676 2.4639
C 1.0240 1.2642 2.2859
C 1.6358 1.9061 1.2065
H 1.3574 3.2086 -0.4739
H -1.0929 3.4003 -0.1575
H -2.1805 2.2570 1.7465
H -0.8245 0.9330 3.3369
H 1.6275 0.7432 3.0164
H 2.7116 1.8833 1.1076
C -2.4450 -2.3126 0.9482
N -1.1245 -1.9135 0.4187
C -0.3513 -2.8471 -0.0556
C 0.9505 -2.5751 -0.5406
C 1.8776 -3.4397 -1.0868
C 3.0327 -2.6832 -1.3569
C 2.7561 -1.3884 -0.9614
N 1.4966 -1.2846 -0.4649
C -2.3706 -3.0678 2.2538
C -1.5780 -2.6252 3.3110
C -1.5423 -3.3202 4.5085
C -2.3040 -4.4737 4.6633
C -3.0903 -4.9246 3.6151
C -3.1192 -4.2257 2.4123
H -2.9556 -2.9247 0.2033
H -3.0416 -1.4072 1.0595
H -0.7015 -3.8781 -0.0859
H 1.7371 -4.5002 -1.2433
H 3.9663 -3.0386 -1.7668
H 3.4046 -0.5260 -1.0140
H -0.9722 -1.7339 3.1970
H -0.9233 -2.9693 5.3244
H -2.2784 -5.0195 5.5984
H -3.6797 -5.8252 3.7278
H -3.7373 -4.5858 1.5956
O -1.4871 0.2167 -1.6371
S -0.8097 -0.7050 -2.7163
C -1.8048 -0.6189 -4.1620
C -2.5124 0.5340 -4.4767
C -3.2205 0.5500 -5.6643
C -3.1977 -0.5576 -6.5104
C -2.4857 -1.7003 -6.1720
C -1.7859 -1.7478 -4.9729
C 0.5883 0.2944 -3.2069
C 0.5427 1.6690 -3.0169
C 1.6212 2.4340 -3.4483
C 2.7045 1.8244 -4.0669
C 2.7195 0.4461 -4.2651
C 1.6585 -0.3302 -3.8337
H -2.5216 1.3874 -3.8096
H -3.7921 1.4286 -5.9355
H -3.7523 -0.5290 -7.4406
H -2.4863 -2.5590 -6.8302
H -1.2455 -2.6417 -4.6800
H -0.3299 2.1425 -2.5886
H 1.5993 3.5112 -3.3295
H 3.5363 2.4261 -4.4104
H 3.5624 -0.0241 -4.7558
H 1.6720 -1.4070 -3.9719
*
```

Computed properties:
- HOMO energy (spin up / spin down): -13.70 / -13.70 eV
- Max |F|: 1.267 eV/A
- Orbital gap (spin up / spin down): 7.168 / 7.260 eV